--- 1 ---
{
  "formula": "C4H6ClN2O",
  "method": "wB97M-V/def2-TZVPD",
  "e_lumo_ha": -0.219,
  "charge": 1,
  "smiles": "O[C@]1(Cl)CC=NC=[NH+]1",
  "gap_ev": 9.152,
  "species": ["Cl", "O", "N", "N", "C", "C", "C", "C", "H", "H", "H", "H", "H", "H"],
  "xyz": [[2.5633, 0.2278, 0.6064], [1.1720, -0.3459, -1.5651], [-1.6397, 0.6956, 0.3571], [0.4046, 1.4159, -0.3564], [1.0205, 0.1221, -0.3246], [-0.0170, -0.9743, 0.7359], [-0.7942, 1.6610, 0.1690], [-1.3485, -0.5557, 0.3730], [0.3011, -0.6796, 1.7305], [-1.1220, 2.6824, 0.3136], [0.8611, 2.1059, -0.9461], [0.2300, -2.0057, 0.5189], [1.8755, -1.0067, -1.6582], [-2.1080, -1.2541, 0.0426]],
  "nbo_charge": [0.015, -0.678, -0.412, -0.559, 0.452, -0.511, 0.397, 0.289, 0.285, 0.244, 0.452, 0.264, 0.525, 0.238]
}

--- 2 ---
{
  "formula": "C4H6ClN2O",
  "method": "wB97M-V/def2-TZVPD",
  "e_lumo_ha": -0.222,
  "charge": 1,
  "smiles": "O[C@H]1[NH+]=CN=C[C@@H]1Cl",
  "gap_ev": 9.100,
  "species": ["Cl", "O", "N", "N", "C", "C", "C", "C", "H", "H", "H", "H", "H", "H"],
  "xyz": [[2.2621, -0.7311, -0.3810], [-1.6104, -1.2225, 0.3233], [0.4049, 1.7203, 0.4936], [-0.5960, 0.4361, -1.0244], [0.5890, 0.7844, 1.3221], [0.0030, 1.6083, -0.7506], [0.8997, -0.5502, 0.6771], [-0.3737, -0.8105, -0.3315], [0.0884, 2.4913, -1.5211], [0.8439, -1.3315, 1.4169], [-1.2454, 0.4750, -1.9263], [-0.0264, -1.6495, -1.0112], [-1.8946, -2.2171, 0.3526], [0.6556, 0.9971, 2.3606]],
  "nbo_charge": [0.072, -0.740, -0.394, -0.527, 0.281, 0.385, -0.350, 0.245, 0.279, 0.264, 0.461, 0.249, 0.530, 0.245]
}

Least stable: 2

--- 1 ---
{
  "formula": "C3H3F2N",
  "method": "wB97M-V/def2-TZVPD",
  "e_lumo_ha": 0.038,
  "smiles": "F[C@@H]1N2C[C@]12F",
  "gap_ev": 12.128,
  "species": ["F", "F", "N", "C", "C", "C", "H", "H", "H"],
  "xyz": [[2.1050, 0.2937, -0.2598], [-1.7435, 1.3431, -0.1029], [-0.0466, -0.1864, 0.8394], [-0.6990, 0.4948, -0.2892], [-0.4832, -0.9809, -0.3082], [0.7481, 0.7212, 0.1448], [-1.2450, -1.7537, 0.1358], [0.3173, -1.4962, -0.9060], [1.0469, 1.5643, 0.7462]],
  "nbo_charge": [-0.380, -0.294, -0.373, 0.402, -0.288, 0.277, 0.236, 0.227, 0.193]
}

--- 2 ---
{
  "formula": "C3H3F2N",
  "method": "wB97M-V/def2-TZVPD",
  "e_lumo_ha": [-0.014, -0.029],
  "gap_ev": [9.841, 9.076],
  "species": ["F", "F", "N", "C", "C", "C", "H", "H", "H"],
  "xyz": [[1.2031, 1.1346, -0.0810], [3.0169, -0.0359, 0.1069], [-1.7696, -0.5824, -0.1295], [0.9606, -1.1840, -0.0346], [-1.9513, 0.6136, 0.0059], [1.6712, -0.1115, -0.0065], [-2.9709, 1.0159, 0.0233], [1.0322, -2.2359, -0.0069], [-1.1923, 1.3856, 0.1225]],
  "nbo_charge": [-0.316, -0.315, -0.189, -0.192, -0.213, 0.608, 0.199, 0.206, 0.211]
}

Least stable: 2

--- 1 ---
{
  "formula": "C3H9N3",
  "method": "wB97M-V/def2-TZVPD",
  "e_lumo_ha": -0.365,
  "charge": 2,
  "smiles": "C/[NH+]=C/[NH+]=C/N",
  "gap_ev": 10.418,
  "species": ["N", "N", "N", "C", "C", "C", "H", "H", "H", "H", "H", "H", "H", "H", "H"],
  "xyz": [[-1.5019, -0.4651, 0.0751], [0.8901, -0.3792, 0.3648], [3.1436, -0.1211, -0.0669], [-0.3643, 0.2829, 0.1960], [-2.8520, 0.1780, -0.0859], [1.9626, 0.3502, 0.0914], [-2.9764, 0.7251, 0.8438], [3.7942, 0.5013, -0.4593], [-3.4930, -0.6831, -0.2408], [-0.2883, 1.3649, 0.3283], [0.8872, -1.3574, 0.3290], [-1.4935, -1.4937, -0.0545], [1.7157, 1.4163, -0.2262], [-2.7760, 0.8552, -0.9808], [3.3518, -1.1744, -0.1140]],
  "nbo_charge": [-0.410, -0.537, -0.616, 0.409, -0.412, 0.418, 0.255, 0.461, 0.263, 0.267, 0.447, 0.463, 0.262, 0.258, 0.472]
}

--- 2 ---
{
  "formula": "C3H9N3",
  "method": "wB97M-V/def2-TZVPD",
  "e_lumo_ha": -0.311,
  "charge": 2,
  "smiles": "C[NH2+][C@@H]1NC1=[NH2+]",
  "gap_ev": 12.727,
  "species": ["N", "N", "N", "C", "C", "C", "H", "H", "H", "H", "H", "H", "H", "H", "H"],
  "xyz": [[-0.4940, -1.2729, -0.3344], [1.7885, -2.0237, -0.7056], [-0.0532, 0.9425, 0.7006], [0.7512, -1.3798, -0.4880], [0.1271, -0.0542, -0.4655], [-1.3260, 1.7357, 0.5600], [2.7058, -1.7285, -0.9823], [-1.0521, 2.6097, 0.1007], [0.7800, 1.5789, 0.7592], [1.8865, -3.0612, -0.4203], [-1.6594, 2.0549, 1.5328], [0.1486, 0.3456, 1.4904], [-1.4458, -1.6365, -0.4606], [-2.1661, 1.2910, 0.1468], [0.0090, 0.5984, -1.4339]],
  "nbo_charge": [-0.460, -0.662, -0.512, 0.575, 0.075, -0.431, 0.482, 0.251, 0.470, 0.483, 0.276, 0.445, 0.496, 0.254, 0.260]
}

Least stable: 2

--- 1 ---
{
  "formula": "C17H19NO3",
  "method": "wB97M-V/def2-TZVPD",
  "e_lumo_ha": 0.007,
  "gap_ev": 8.257,
  "species": ["O", "O", "O", "N", "C", "C", "C", "C", "C", "C", "C", "C", "C", "C", "C", "C", "C", "C", "C", "C", "C", "H", "H", "H", "H", "H", "H", "H", "H", "H", "H", "H", "H", "H", "H", "H", "H", "H", "H", "H"],
  "xyz": [[1.4758, -0.3031, 0.0421], [2.1359, 1.7395, -0.3493], [6.5475, -0.9184, 0.2807], [-1.9470, -1.0046, 0.2105], [-5.1938, 0.0167, -1.1399], [-4.1283, 0.3943, -0.6328], [7.3645, 1.3583, -0.1559], [-5.5200, 1.3733, 1.3513], [-6.4905, 0.2872, -0.6940], [2.3447, 0.6717, -0.1642], [-4.1846, 0.8980, 0.8699], [6.2109, 0.3504, -0.1552], [8.4048, 0.3609, -0.1308], [3.7059, 0.3288, 0.0626], [4.7167, 1.0344, -0.2339], [0.1506, -0.1315, -0.0720], [7.7747, -0.8697, 0.3749], [-2.7428, -2.2282, 0.6124], [-2.8470, -0.2254, -0.6790], [-6.5484, 1.3414, 0.4620], [-0.5410, -1.1384, -0.1084], [9.5655, 0.7076, -0.1103], [8.2391, -1.8525, 0.5320], [-0.0543, 0.6541, -0.7044], [-5.2510, -0.6279, -2.0519], [-0.2586, 0.4321, 1.1692], [-2.1432, 0.5934, -1.2978], [-2.8938, -2.8200, -0.2106], [7.3737, 2.3641, -0.2935], [-0.3226, -1.8385, 0.6979], [-2.3316, -2.6700, 1.6643], [-2.8630, -0.7033, -1.7151], [-5.5337, 1.9360, 2.0402], [-3.3108, 1.2166, 1.3243], [4.6020, 1.9769, -0.4494], [-7.5092, 1.5905, 0.8574], [-0.4890, -1.6789, -1.1182], [3.7527, -0.8229, 0.4311], [-3.8482, -1.9530, 0.7832], [-7.4124, 0.1602, -1.2993]],
  "nbo_charge": [-0.495, -0.551, -0.361, -0.432, -0.240, -0.055, -0.247, -0.195, -0.182, 0.749, -0.140, 0.201, -0.340, -0.295, -0.128, -0.027, 0.130, -0.421, -0.260, -0.183, -0.252, 0.233, 0.192, 0.206, 0.207, 0.098, 0.202, 0.179, 0.226, 0.229, 0.212, 0.161, 0.165, 0.205, 0.211, 0.201, 0.165, 0.197, 0.216, 0.218]
}

--- 2 ---
{
  "formula": "C17H19NO3",
  "method": "wB97M-V/def2-TZVPD",
  "e_lumo_ha": 0.025,
  "smiles": "COc1ccc(OCCC(=O)NCc2ccccc2)cc1",
  "gap_ev": 8.888,
  "species": ["O", "O", "O", "N", "C", "C", "C", "C", "C", "C", "C", "C", "C", "C", "C", "C", "C", "C", "C", "C", "C", "H", "H", "H", "H", "H", "H", "H", "H", "H", "H", "H", "H", "H", "H", "H", "H", "H", "H", "H"],
  "xyz": [[-2.7662, -3.1467, -0.7311], [5.7030, 0.9848, -0.4024], [0.7905, -1.3030, 0.6743], [-1.7456, -1.1434, -0.5203], [-3.2320, 1.9716, -0.8939], [-4.3430, 0.2042, 0.2809], [2.1826, 0.5767, 0.6032], [-3.4195, 0.6147, -0.6735], [-1.9069, -2.4481, -0.2343], [-5.0696, 1.1361, 0.9985], [3.3873, 1.2056, 0.3537], [-4.8815, 2.4894, 0.7690], [5.9182, 2.3595, -0.1996], [3.1088, -1.5236, -0.0863], [4.3124, -0.8944, -0.3365], [-3.9629, 2.9054, -0.1788], [2.0284, -0.7892, 0.3891], [4.4699, 0.4725, -0.1214], [-2.6170, -0.4186, -1.4207], [0.5483, -2.6760, 0.4309], [-0.9052, -2.9816, 0.7875], [0.7367, -2.9150, -0.6246], [1.2146, -3.2869, 1.0553], [-1.1299, -2.5384, 1.7600], [-1.0092, -0.6331, -0.0547], [3.0287, -2.5840, -0.2640], [-3.2798, -1.1640, -1.8708], [-5.7870, 0.8078, 1.7363], [-3.8131, 3.9596, -0.3612], [-5.4508, 3.2179, 1.3273], [-1.0426, -4.0608, 0.8543], [5.7763, 2.6393, 0.8495], [5.2612, 2.9677, -0.8301], [1.3415, 1.1415, 0.9747], [-4.4881, -0.8525, 0.4521], [-2.5149, 2.3004, -1.6331], [-2.0198, 0.0548, -2.2072], [5.1561, -1.4561, -0.7045], [6.9542, 2.5400, -0.4821], [3.4659, 2.2657, 0.5343]],
  "nbo_charge": [-0.633, -0.493, -0.543, -0.622, -0.247, -0.239, -0.248, 0.057, 0.678, -0.192, -0.287, -0.221, -0.251, -0.289, -0.235, -0.206, 0.341, 0.276, -0.269, -0.063, -0.513, 0.182, 0.184, 0.232, 0.416, 0.220, 0.245, 0.212, 0.212, 0.212, 0.241, 0.174, 0.174, 0.219, 0.221, 0.208, 0.197, 0.226, 0.201, 0.221]
}

Least stable: 1

--- 1 ---
{
  "formula": "C2H4O2PS",
  "method": "wB97M-V/def2-TZVPD",
  "e_lumo_ha": 0.135,
  "charge": -1,
  "gap_ev": 6.271,
  "species": ["S", "P", "O", "O", "C", "C", "H", "H", "H", "H"],
  "xyz": [[2.0275, 0.2304, -0.0421], [-0.5749, 0.3469, 0.1448], [-1.8466, 0.5546, 0.9055], [-1.0987, -0.2173, -1.3294], [0.6677, -0.8272, 0.6360], [0.6333, 1.5960, -0.1748], [-2.0370, -0.5388, -1.0963], [0.8047, 1.8229, -1.1995], [0.4820, -1.8474, 0.1661], [0.9420, -1.1203, 1.9898]],
  "nbo_charge": [0.020, 2.078, -1.144, -1.020, -0.951, -1.087, 0.485, 0.187, 0.231, 0.202]
}

--- 2 ---
{
  "formula": "C2H4O2PS",
  "method": "wB97M-V/def2-TZVPD",
  "e_lumo_ha": [0.124, 0.125],
  "charge": -1,
  "gap_ev": [6.747, 6.567],
  "species": ["S", "P", "O", "O", "C", "C", "H", "H", "H", "H"],
  "xyz": [[-1.0047, -0.6768, -0.7078], [2.4256, -0.0197, -0.7172], [3.2355, -0.8703, 0.5837], [2.3979, 1.4103, -0.2205], [0.6713, -0.8547, -0.3256], [-1.8435, 0.6181, -0.0227], [-1.2452, 1.6145, 0.1611], [2.6000, -0.7236, 1.3246], [-2.8442, 0.7111, -0.5597], [0.8026, -1.9878, -0.7030]],
  "nbo_charge": [0.552, 1.364, -1.036, -1.171, -0.911, -0.870, 0.220, 0.466, 0.193, 0.193]
}

Least stable: 2